Model 1:
H21O11 | ωB97M-V with the def2-TZVPD basis set

Computed properties:
- E_HOMO (eV) = -5.747
- Kohn-Sham gap (eV) = 8.60
- charge = -1

Each line ends with the Mulliken charge.
Geometry (Å):
O -3.131 3.784 0.988  -0.652
H -2.684 3.732 0.138  0.320
H -2.798 3.003 1.450  0.337
O -0.280 -1.657 -3.401  -0.715
H 0.016 -1.183 -2.597  0.391
H -0.799 -2.408 -3.057  0.304
O 1.570 1.624 -1.348  -0.621
H -3.355 0.302 2.988  0.323
H 2.732 2.196 2.374  0.327
O 0.402 -1.084 -0.703  -0.895
H -0.425 -1.485 -0.479  0.144
H -0.812 -3.102 0.508  0.281
O 0.749 -3.669 -1.151  -0.735
H -0.144 1.498 -3.339  0.324
H 3.197 -0.720 -0.066  0.237
O 2.554 3.148 2.382  -0.662
H 2.002 3.219 1.606  0.326
H 1.639 -0.987 0.107  0.395
O 2.479 -0.641 0.577  -0.698
H 1.283 0.707 -1.368  0.307
O -3.693 0.187 2.087  -0.650
H 2.519 1.513 -1.269  0.273
H -3.141 -0.389 1.549  0.319
O -0.380 -0.461 3.043  -0.663
H 0.453 -0.145 3.378  0.276
H -0.456 -0.717 2.134  0.389
O 0.149 2.320 -3.797  -0.664
H 1.032 -3.322 -2.032  0.329
H 0.762 2.775 -3.198  0.335
O -0.954 -2.479 1.240  -0.607
H 1.104 -2.873 -0.652  0.364
H -1.590 -2.690 1.910  0.264

=====

Model 2:
H21O11 | ωB97M-V with the def2-TZVPD basis set

Computed properties:
- E_HOMO (eV) = -6.884
- Kohn-Sham gap (eV) = 10.00
- charge = -1

Each line ends with the Mulliken charge.
Geometry (Å):
O -5.421 3.258 -15.212  0.344
H -5.550 4.017 -14.581  -0.287
O -5.482 1.666 -13.219  -0.832
H -4.575 1.431 -13.042  0.345
H -5.420 2.196 -14.045  0.251
O -8.507 4.218 -13.188  -0.683
H -8.152 4.717 -13.961  0.351
H -7.812 4.002 -12.588  0.335
O -5.057 6.746 -14.209  -0.674
H -5.937 6.366 -14.246  0.362
H -4.505 6.166 -14.771  0.366
O -7.226 5.387 -15.416  -0.672
H -7.944 5.577 -16.029  0.272
H -6.759 4.567 -15.673  0.254
O -3.768 5.153 -16.274  -0.745
H -4.253 4.422 -15.849  0.238
H -3.426 4.736 -17.080  0.306
O -6.158 3.331 -17.881  -0.697
H -6.311 2.440 -18.232  0.311
H -5.774 3.316 -16.995  0.266
O -4.879 0.822 -16.049  -0.670
H -5.722 0.371 -16.002  0.288
H -5.040 1.762 -15.898  0.124
O -2.849 2.627 -14.556  -0.652
H -3.797 2.798 -14.839  0.363
H -2.310 2.750 -15.315  0.300
O -7.878 2.355 -15.345  -0.652
H -7.728 1.435 -15.457  0.287
H -7.025 2.759 -15.235  0.145
O -5.735 4.117 -12.010  -0.589
H -5.694 3.844 -11.110  0.271
H -5.600 3.281 -12.421  0.373

=====

Of them, model 2 has the highest stability.

=====

Model 1:
C4H10NO2 | ωB97M-V with the def2-TZVPD basis set

Computed properties:
- E_HOMO (eV) = -4.167
- Kohn-Sham gap (eV) = 8.28
- charge = -1

Each line ends with the Mulliken charge.
Geometry (Å):
N -2.286 -0.269 0.531  -0.657
C -1.464 0.220 -1.811  -0.817
C -2.390 0.589 -0.651  -0.367
H -1.323 -0.257 0.886  0.328
H -2.483 -1.242 0.273  0.208
H -0.411 0.270 -1.487  0.171
H -1.605 0.913 -2.658  0.280
H -1.678 -0.805 -2.156  0.269
H -2.177 1.626 -0.327  0.278
H -3.441 0.552 -0.994  0.309
O 1.901 0.813 -0.052  -0.729
O 0.980 -0.364 1.664  -0.729
C 1.935 0.043 0.947  0.605
C 3.348 -0.440 1.374  -0.895
H 3.765 0.284 2.095  0.199
H 3.302 -1.430 1.858  0.284
H 4.027 -0.503 0.507  0.263

=====

Model 2:
C4H10NO2 | ωB97M-V with the def2-TZVPD basis set

Computed properties:
- E_HOMO (eV) = -2.190
- SMILES = [O-]CCCNCO
- Kohn-Sham gap (eV) = 5.83
- charge = -1

Each line ends with the Mulliken charge.
Geometry (Å):
O 1.322 1.887 2.047  -0.833
C 0.888 0.734 1.690  -0.097
C -0.698 0.689 1.304  -0.777
C -0.880 0.474 -0.145  -0.322
N -0.642 -0.970 -0.452  -0.308
C 0.219 -1.354 -1.613  -0.298
O 0.065 -0.417 -2.662  -0.577
H 1.138 -0.129 2.377  0.171
H 1.394 0.415 0.669  -0.084
H -1.137 1.702 1.648  0.202
H -1.054 0.030 2.044  0.409
H -1.827 0.781 -0.403  0.307
H -0.141 1.221 -0.758  0.082
H -0.300 -1.609 0.301  0.238
H -0.219 -2.252 -2.078  0.248
H 1.253 -1.590 -1.423  0.313
H 0.621 0.388 -2.547  0.326

=====

Of them, model 1 has the highest stability.

=====

Model 1:
C7H9N3O2 | ωB97M-V with the def2-TZVPD basis set

Computed properties:
- E_HOMO (eV) = -8.449
- SMILES = N[C@H](Cc1cccnn1)C(=O)O
- Kohn-Sham gap (eV) = 8.58

Each line ends with the Mulliken charge.
Geometry (Å):
N -0.790 -2.450 1.005  -0.600
C -0.932 -1.567 -0.174  -0.010
C 0.342 -1.225 -1.011  -0.691
C 0.842 0.294 -0.647  0.776
C 1.880 0.832 -1.366  -0.574
C 2.650 1.774 -0.711  -0.027
C 2.385 2.100 0.633  -0.173
N 1.349 1.508 1.228  -0.857
N 0.648 0.738 0.726  0.201
C -2.211 -0.583 0.130  0.366
O -3.140 -1.004 0.966  -0.589
O -2.163 0.550 -0.758  -0.470
H -1.513 -2.710 1.462  0.207
H -0.112 -2.021 1.749  0.255
H -1.443 -2.268 -0.727  0.487
H 0.366 -1.397 -2.321  0.259
H 0.869 -2.207 -0.669  0.347
H 2.648 0.214 -2.091  0.174
H 3.560 2.256 -1.297  0.249
H 3.159 2.877 1.220  0.260
H -3.299 0.575 -0.829  0.412

=====

Model 2:
C7H9N3O2 | ωB97M-V with the def2-TZVPD basis set

Computed properties:
- E_HOMO (eV) = -8.459
- SMILES = CN(C)c1ncc(C(=O)O)cn1
- Kohn-Sham gap (eV) = 8.96

Each line ends with the Mulliken charge.
Geometry (Å):
C 2.648 1.134 -0.007  -1.086
N 1.991 -0.099 -0.073  0.125
C 2.776 -1.348 -0.045  -0.886
C 0.645 0.016 -0.106  0.571
N -0.022 1.177 -0.061  -0.545
C -1.327 1.310 0.027  -0.211
C -2.051 0.102 0.125  0.278
C -3.524 -0.253 0.010  0.386
O -4.071 -1.330 -0.121  -0.576
O -4.288 0.925 -0.083  -0.482
C -1.333 -1.168 0.114  -0.252
N -0.050 -1.135 -0.063  -0.501
H 3.066 1.321 -1.003  0.347
H 1.957 1.909 0.199  0.383
H 3.468 1.224 0.735  0.350
H 2.514 -2.081 -0.849  0.299
H 3.781 -1.000 -0.240  0.382
H 2.686 -1.723 1.010  0.273
H -1.806 2.276 0.243  0.395
H -5.258 0.816 -0.272  0.340
H -1.800 -2.073 0.461  0.411

=====

Of them, model 2 has the highest stability.

=====

Model 1:
C7H12N3O2 | ωB97M-V with the def2-TZVPD basis set

Computed properties:
- E_HOMO (spin up / spin down) (eV) = -12.697 / -12.692
- SMILES = CC(C)C#[N+][C@H](C)NC(=O)N=O
- Kohn-Sham gap (spin up / spin down) (eV) = 8.28 / 8.29
- charge = +1

Each line ends with the Mulliken charge.
Geometry (Å):
C -2.399 1.104 1.051  -1.352
C -1.671 -0.141 0.378  0.407
C -2.444 -0.684 -0.764  -1.253
C -0.365 0.184 -0.005  0.358
N 0.636 0.401 -0.493  0.008
C 2.022 0.837 -0.693  0.039
C 2.742 0.281 -1.858  -1.327
N 2.732 0.736 0.482  -0.179
C 3.064 1.776 1.322  0.592
O 2.699 2.890 1.212  -0.445
N 4.014 1.187 2.275  0.010
O 4.873 1.859 2.768  -0.219
H -1.788 1.337 1.942  0.401
H -3.354 0.944 1.467  0.389
H -2.440 1.838 0.316  0.397
H -1.477 -0.704 1.308  0.234
H -3.375 -1.183 -0.442  0.362
H -1.770 -1.536 -1.058  0.390
H -2.564 -0.034 -1.617  0.351
H 1.788 1.892 -0.851  0.376
H 3.569 0.969 -1.954  0.390
H 2.292 0.414 -2.762  0.466
H 3.131 -0.774 -1.767  0.328
H 3.107 -0.149 0.686  0.277

=====

Model 2:
C7H12N3O2 | ωB97M-V with the def2-TZVPD basis set

Computed properties:
- E_HOMO (eV) = -14.307
- SMILES = CC(=O)N1C(=O)N2CC[NH+]1CC2
- Kohn-Sham gap (eV) = 11.13
- charge = +1

Each line ends with the Mulliken charge.
Geometry (Å):
C -3.071 0.891 0.179  -1.002
C -2.200 -0.311 0.027  0.710
O -2.345 -1.502 0.021  -0.563
N -0.764 0.059 -0.111  -0.071
C -0.070 1.372 -0.046  0.377
O -0.642 2.401 -0.218  -0.463
N 1.329 1.159 0.018  -0.179
C 1.675 0.366 1.183  -0.506
C 0.875 -0.929 1.235  -0.601
N 0.147 -1.091 -0.065  -0.098
C 1.123 -0.981 -1.209  -0.441
C 1.642 0.513 -1.228  -0.478
H -2.461 1.551 0.743  0.314
H -3.917 0.572 0.690  0.401
H -3.298 1.054 -0.859  0.304
H 1.600 1.076 1.985  0.404
H 2.819 0.212 0.996  0.327
H 1.467 -1.952 1.153  0.389
H 0.274 -0.942 2.060  0.365
H -0.484 -1.912 0.107  0.426
H 0.662 -1.336 -2.098  0.392
H 1.929 -1.766 -0.958  0.301
H 2.702 0.510 -1.484  0.375
H 1.009 0.988 -2.121  0.317

=====

Of them, model 2 has the highest stability.

=====

Model 1:
C7H12N3O2 | ωB97M-V with the def2-TZVPD basis set

Computed properties:
- E_HOMO (spin up / spin down) (eV) = -12.982 / -13.399
- Kohn-Sham gap (spin up / spin down) (eV) = 7.55 / 8.21
- charge = +1

Each line ends with the Mulliken charge.
Geometry (Å):
C -2.918 0.609 -0.326  0.129
C -1.690 -1.391 0.288  0.265
C 0.666 1.199 0.532  -0.573
C -0.783 1.302 1.060  -0.352
C 1.070 -0.278 0.427  -0.794
C -1.783 1.395 -0.019  -0.407
C 1.081 -1.124 -1.987  -0.813
N -2.841 -0.677 0.369  -0.055
N -0.800 -1.222 -0.676  -0.358
N 0.487 -1.115 -0.592  0.410
O -3.717 0.874 -1.165  -0.456
O -1.622 -2.326 1.184  -0.407
H 0.672 1.427 -0.535  0.286
H 1.207 1.952 1.129  0.445
H -1.161 0.532 1.764  0.343
H -0.626 2.195 1.584  0.403
H 2.216 -0.343 0.242  0.379
H 0.783 -0.808 1.359  0.304
H -1.698 2.238 -0.601  0.495
H 0.610 -0.386 -2.537  0.382
H 2.132 -0.833 -1.864  0.335
H 0.894 -2.080 -2.384  0.335
H -3.663 -0.953 0.983  0.314
H -0.760 -2.514 1.430  0.391

=====

Model 2:
C7H12N3O2 | ωB97M-V with the def2-TZVPD basis set

Computed properties:
- E_HOMO (eV) = -13.328
- Kohn-Sham gap (eV) = 9.70
- charge = +1

Each line ends with the Mulliken charge.
Geometry (Å):
C -0.467 1.851 -0.144  0.339
C 2.136 -0.009 0.143  0.568
C -1.891 1.516 0.192  -0.443
C -2.220 0.025 0.262  -0.602
C -1.109 -0.782 0.963  -0.947
C 0.032 -0.982 0.029  1.142
C -0.111 -1.904 -1.130  -1.301
N 0.228 0.847 -0.811  -0.371
N 1.604 0.903 -0.649  -0.085
N 3.405 -0.066 0.503  -0.354
O 0.073 2.902 0.105  -0.603
O 1.322 -0.956 0.576  -0.387
H -2.102 2.014 1.143  0.340
H -2.528 1.998 -0.554  0.299
H -3.148 -0.099 0.816  0.399
H -2.370 -0.367 -0.743  0.372
H -0.784 -0.271 1.871  0.362
H -1.500 -1.765 1.242  0.373
H 0.468 -2.808 -0.923  0.398
H 0.276 -1.468 -2.050  0.340
H -1.151 -2.176 -1.284  0.369
H 2.045 1.793 -0.870  0.308
H 4.068 0.650 0.255  0.229
H 3.724 -0.846 1.058  0.254

=====

Of them, model 2 has the highest stability.

=====

Model 1:
C3H8NPS | ωB97M-V with the def2-TZVPD basis set

Computed properties:
- E_HOMO (eV) = -7.445
- Kohn-Sham gap (eV) = 7.51

Each line ends with the Mulliken charge.
Geometry (Å):
C 2.107 0.263 -0.531  -0.274
C -0.265 -1.401 0.244  -1.128
C -0.099 -0.470 -0.885  -0.354
N -1.412 1.048 0.940  -0.483
P -1.346 0.913 -0.737  -0.016
S 3.030 -0.357 0.602  -0.188
H 2.393 1.079 -1.128  0.322
H -1.217 -1.955 0.490  0.314
H 0.419 -2.166 0.028  0.376
H 0.060 -0.860 1.142  0.342
H 0.149 -0.838 -1.814  0.614
H -0.937 1.742 1.504  0.230
H -2.346 0.884 1.215  0.231
H -0.533 2.117 -1.069  0.014

=====

Model 2:
C3H8NPS | ωB97M-V with the def2-TZVPD basis set

Computed properties:
- E_HOMO (eV) = -7.808
- Kohn-Sham gap (eV) = 8.61

Each line ends with the Mulliken charge.
Geometry (Å):
C 0.560 -0.882 -1.593  0.029
C -0.551 0.777 2.886  -0.557
C 0.107 0.530 1.763  -0.133
N 0.908 -0.602 -2.904  -0.360
P -0.563 0.848 0.065  0.001
S -0.384 -2.351 -1.641  -0.214
H -0.185 0.392 3.836  0.253
H -1.509 1.264 2.773  0.213
H -0.422 -2.556 -0.425  0.116
H 1.192 -0.021 1.784  0.215
H 1.214 0.306 -3.252  0.236
H 0.529 -1.231 -3.569  0.152
H 0.498 1.589 -0.273  0.033
H -1.393 1.936 0.550  0.015

=====

Of them, model 1 has the highest stability.